Formula: C2H3B2Cl2F8O2V
Source: the Open Molecules 2025 dataset
Level of theory: wB97M-V/def2-TZVPD

Output
Charge   -2
HOMO energy (alpha / beta)   -0.42 / -0.42 eV
Strongest force on any atom   0.1207 hartree/bohr
Spin multiplicity   3
Gap between HOMO and LUMO (alpha / beta)   0.183 / 0.183 hartree

XYZ file:
```
20
C2H3B2Cl2F8O2V (wB97M-V/def2-TZVPD)
V 5.567 4.685 7.575
Cl 6.337 2.891 8.461
Cl 3.971 5.390 9.461
B 6.642 5.940 11.531
F 7.066 5.620 7.565
F 5.305 6.430 11.846
F 7.470 6.488 10.597
F 6.965 4.915 12.183
B 7.374 3.400 4.104
F 6.785 2.485 3.307
F 8.589 3.897 11.099
F 7.364 3.226 5.369
F 8.089 4.295 3.402
C 3.636 3.863 3.950
C 4.488 4.597 4.993
O 3.922 4.693 6.343
O 5.611 4.984 4.631
H 3.534 2.770 4.215
H 4.200 3.791 3.074
H 2.849 4.391 3.390
```